1.
Entry from the Open Molecules 2025 dataset: a cluster of 6 separate species, C20H44FN6O6P in total in a non-equilibrium geometry (ωB97M-V/def2-TZVPD).

```
78
C20H44FN6O6P | the Open Molecules 2025 dataset | ωB97M-V/def2-TZVPD
C 5.014 0.651 0.274
P 3.217 0.401 -0.205
C 2.272 1.459 0.995
C 0.735 1.479 0.776
C 0.059 0.086 0.696
F -1.049 0.076 1.592
O 2.961 -1.292 0.092
C 3.178 -1.586 1.369
N 3.541 -2.063 2.338
H 5.679 -0.018 -0.297
H 5.280 1.720 0.175
H 5.069 0.434 1.367
H 2.572 1.201 2.038
H 2.629 2.504 0.849
H 0.278 2.008 1.637
H 0.468 2.061 -0.130
H -0.383 -0.123 -0.298
H 0.696 -0.760 1.003
C 3.707 -2.599 -4.606
N 3.568 -1.152 -4.634
C 4.192 -0.407 -5.712
C 2.880 -0.471 -3.695
O 2.731 0.737 -3.671
H 4.767 -2.855 -4.548
H 3.280 -3.014 -5.523
H 3.191 -3.026 -3.748
H 4.905 0.308 -5.296
H 3.428 0.147 -6.261
H 4.708 -1.086 -6.389
H 2.445 -1.125 -2.921
C -4.552 -0.694 4.169
N -4.990 0.332 3.242
C -4.069 0.791 2.215
C -6.221 0.873 3.302
O -6.645 1.737 2.552
H -3.678 -0.337 4.718
H -4.286 -1.595 3.612
H -5.343 -0.936 4.878
H -3.904 1.863 2.332
H -4.508 0.612 1.231
H -3.122 0.266 2.293
H -6.838 0.455 4.116
C 5.976 -4.393 0.628
N 5.458 -4.308 -0.725
C 6.339 -4.611 -1.839
C 4.183 -3.957 -0.981
O 3.691 -3.868 -2.094
H 6.812 -3.699 0.740
H 6.325 -5.410 0.819
H 5.205 -4.139 1.354
H 6.410 -3.739 -2.492
H 5.925 -5.441 -2.414
H 7.330 -4.876 -1.475
H 3.602 -3.750 -0.070
C -8.824 -0.040 1.139
N -8.690 -1.402 0.653
C -9.847 -2.068 0.084
C -7.520 -2.071 0.713
O -7.343 -3.210 0.324
H -9.576 -0.014 1.931
H -9.139 0.606 0.317
H -7.878 0.323 1.535
H -10.065 -2.972 0.657
H -9.631 -2.356 -0.946
H -10.711 -1.406 0.105
H -6.705 -1.475 1.162
C -0.038 6.399 -0.503
N 0.841 5.823 0.497
C 2.195 6.333 0.624
C 0.442 4.827 1.314
O 1.130 4.302 2.171
H 0.402 6.265 -1.493
H -0.162 7.466 -0.304
H -1.015 5.918 -0.480
H 2.905 5.523 0.452
H 2.344 6.717 1.634
H 2.367 7.128 -0.099
H -0.601 4.514 1.136
```

SMILES: CP(CCCF)OC#N.CN(C)C=O.CN(C)C=O.CN(C)C=O.CN(C)C=O.CN(C)C=O
Strongest force on any atom: 3.310 eV/Å
Net charge: 0
LUMO: 0.509 eV
HOMO-LUMO gap: 9.2 eV

Löwdin population analysis, charges in e, atoms 1 to 5: number 1, C, carries -0.25; number 2, P, carries 0.99; number 3, C, carries -0.35; number 4, C, carries -0.22; number 5, C, carries -0.16

---

2.
Entry from the Open Molecules 2025 dataset: a structure of composition C21H42BaN6O4PS in a non-equilibrium geometry (ωB97M-V/def2-TZVPD).

```
76
C21H42BaN6O4PS | the Open Molecules 2025 dataset | ωB97M-V/def2-TZVPD
Ba -0.494 -0.708 -0.244
N 1.968 -2.236 -0.249
C 1.821 -3.680 0.055
C 0.473 -4.216 -0.398
N -0.683 -3.612 0.293
C -0.690 -3.917 1.736
C -0.218 -2.785 2.638
N -1.006 -1.555 2.402
C -1.936 -4.044 -0.359
C -3.151 -3.185 -0.025
N -3.043 -1.825 -0.604
H 2.463 -2.113 -1.125
H 2.528 -1.756 0.447
H 1.950 -3.826 1.127
H 2.597 -4.281 -0.421
H 0.471 -5.310 -0.278
H 0.365 -4.010 -1.468
H -0.087 -4.811 1.933
H -1.709 -4.180 2.031
H 0.829 -2.555 2.446
H -0.292 -3.132 3.671
H -0.624 -0.791 2.952
H -1.957 -1.679 2.737
H -2.180 -5.083 -0.096
H -1.779 -4.016 -1.441
H -3.262 -3.084 1.055
H -4.042 -3.708 -0.379
H -3.806 -1.242 -0.273
H -3.168 -1.883 -1.611
C 0.361 5.863 2.233
C 0.705 5.300 0.869
N -0.362 4.409 0.362
C -1.345 5.069 -0.501
C -0.868 5.217 -1.932
C -0.410 3.117 0.666
S -1.667 2.106 0.030
N 0.585 2.755 1.555
C 1.110 1.579 1.655
O 0.913 0.558 0.882
C 2.068 1.342 2.789
C 2.571 2.394 3.545
C 3.460 2.145 4.582
C 3.846 0.842 4.879
C 3.344 -0.215 4.131
C 2.464 0.042 3.088
H 1.122 6.578 2.554
H 0.303 5.061 2.967
H -0.598 6.386 2.215
H 1.647 4.763 0.893
H 0.805 6.093 0.129
H -1.537 6.045 -0.049
H -2.268 4.499 -0.462
H 0.004 5.868 -2.014
H -1.660 5.645 -2.550
H -0.598 4.242 -2.339
H 2.261 3.406 3.313
H 3.853 2.970 5.163
H 4.539 0.652 5.689
H 3.637 -1.233 4.357
H 2.074 -0.772 2.494
C -2.355 -2.157 -5.393
O -2.004 -1.024 -4.572
P -0.819 -1.113 -3.507
O 0.393 -1.537 -4.477
C 1.667 -1.846 -3.912
O -0.540 0.458 -3.246
C -1.508 1.499 -3.569
H -2.895 -1.762 -6.246
H -3.002 -2.834 -4.836
H -1.465 -2.680 -5.736
H 2.326 -2.118 -4.729
H 1.592 -2.692 -3.224
H 2.089 -0.980 -3.398
H -1.032 2.433 -3.298
H -2.411 1.384 -2.975
H -1.732 1.462 -4.630
```

ΔE to the lowest compared entry with this formula, charge and spin: 18.2 kcal/mol
Strongest force on any atom: 3.293 eV/Å
Net charge: +1
LUMO: -2.006 eV
HOMO-LUMO gap: 8.4 eV

Löwdin population analysis, charges in e, atoms 1 to 5: number 1, Ba, carries 1.69; number 2, N, carries -0.06; number 3, C, carries -0.23; number 4, C, carries -0.21; number 5, N, carries -0.24

---

3.
Entry from the Open Molecules 2025 dataset: the molecule C19H34BrFNO7PS in a non-equilibrium geometry (ωB97M-V/def2-TZVPD).

```
65
C19H34BrFNO7PS | the Open Molecules 2025 dataset | ωB97M-V/def2-TZVPD
C -1.154 1.330 4.258
C -0.752 1.518 3.005
C -0.048 1.834 1.597
C 0.919 0.690 0.984
P 2.336 1.800 0.223
C 1.588 3.257 -0.769
C 3.256 2.732 1.642
C 4.387 3.681 0.945
C 0.208 -0.242 -0.192
O -0.281 0.773 -1.160
C 1.269 -1.072 -1.084
C 1.549 -2.602 -0.720
C 2.793 -3.089 -1.685
O 2.654 -2.658 -3.067
C 3.691 -1.686 -3.429
C -1.070 -1.077 0.340
N -1.582 -2.176 -0.416
C -1.661 -2.318 -1.845
C -2.355 -1.208 -2.788
O -2.151 -0.299 0.898
C -3.403 -0.275 0.241
C -4.413 0.602 1.204
C -5.957 0.455 0.751
O -3.911 1.967 1.249
S -0.409 -1.880 1.961
O -1.344 -1.615 3.142
O -0.461 -3.411 1.785
O 1.124 -1.506 2.390
C 1.694 -0.250 2.042
F 2.023 0.409 3.320
Br 3.589 -0.734 1.444
H -1.416 0.803 5.258
H 0.498 2.857 1.752
H -0.940 2.122 0.896
H 1.893 3.059 -1.880
H 2.060 4.270 -0.470
H 0.439 3.280 -0.757
H 3.767 2.023 2.385
H 2.542 3.450 2.219
H 5.435 3.336 1.266
H 4.197 4.798 1.175
H 4.336 3.585 -0.219
H -1.261 0.777 -1.205
H 0.856 -1.060 -2.178
H 2.314 -0.580 -1.189
H 1.923 -2.824 0.346
H 0.705 -3.353 -0.924
H 2.887 -4.238 -1.693
H 3.762 -2.637 -1.242
H 3.486 -0.622 -3.019
H 3.732 -1.589 -4.581
H 4.740 -1.990 -3.058
H -2.267 -2.782 0.052
H -2.284 -3.289 -2.062
H -0.647 -2.561 -2.381
H -3.440 -0.916 -2.467
H -2.514 -1.739 -3.820
H -1.698 -0.291 -3.037
H -3.968 -1.260 0.067
H -3.318 0.389 -0.720
H -4.303 0.156 2.275
H -6.087 -0.275 -0.146
H -6.547 0.061 1.663
H -6.405 1.497 0.498
H -4.605 2.590 0.930
```

SMILES: C#CC[C@]1(P(C)CC)[C@@](O)(CCCOC)[C@](NCC)(OC[C@H](C)O)S(=O)(=O)O[C@@]1(F)Br
Strongest force on any atom: 9.948 eV/Å
Net charge: 0
LUMO: 0.174 eV
HOMO-LUMO gap: 8.3 eV

natural (NBO) population analysis, charges in e, atoms 1 to 5: number 1, C, carries -0.26; number 2, C, carries -0.04; number 3, C, carries -0.49; number 4, C, carries -0.42; number 5, P, carries 0.81

---

4.
Entry from the Open Molecules 2025 dataset: a cluster of 2 separate species, C3H7NO2 in total (ωB97M-V/def2-TZVPD).

```
13
C3H7NO2 | the Open Molecules 2025 dataset | ωB97M-V/def2-TZVPD
C 1.254 0.762 -0.006
C 0.038 1.160 -0.369
C -0.924 0.313 -1.155
N -0.870 -1.033 -0.928
O -1.651 0.834 -1.985
H 1.607 -0.246 -0.218
H 1.952 1.436 0.483
H -0.287 2.188 -0.226
H -0.571 -1.372 -0.017
H -1.580 -1.560 -1.418
O 0.049 -1.089 1.909
H 0.033 -0.147 1.724
H 0.951 -1.246 2.207
```

SMILES: C=CC(N)=O.O
ΔE to the lowest compared entry with this formula, charge and spin: 24.8 kcal/mol
Strongest force on any atom: 0.453 eV/Å
Net charge: 0
LUMO: 0.586 eV
HOMO-LUMO gap: 10.4 eV

natural (NBO) population analysis, charges in e, atoms 1 to 5: number 1, C, carries -0.38; number 2, C, carries -0.29; number 3, C, carries 0.63; number 4, N, carries -0.84; number 5, O, carries -0.60

---

5.
Entry from the Open Molecules 2025 dataset: a structure of composition C20H34F6O28S6 in a non-equilibrium geometry (ωB97M-V/def2-TZVPD).

```
94
C20H34F6O28S6 | the Open Molecules 2025 dataset | ωB97M-V/def2-TZVPD
C -1.400 -1.299 1.397
C 0.150 -1.015 1.601
O 0.775 -0.758 0.296
C 0.416 0.345 -0.378
O -0.649 0.989 -0.072
C 1.427 0.873 -1.406
F 1.484 0.066 -2.494
F 0.992 2.053 -1.812
F 2.604 1.015 -0.775
H -1.916 -0.951 0.503
H -1.971 -1.152 2.314
H -1.576 -2.364 1.249
H 0.658 -1.953 1.827
H 0.404 -0.303 2.386
C 4.930 2.489 2.635
C 4.452 1.035 2.364
O 5.413 0.148 1.726
C 5.190 -1.214 1.546
O 4.055 -1.744 1.701
C 6.410 -1.974 1.077
F 6.051 -2.683 0.015
F 7.430 -1.234 0.768
F 6.829 -2.732 2.072
H 4.301 2.971 3.383
H 4.876 3.192 1.803
H 5.969 2.431 2.960
H 3.489 0.940 1.863
H 4.109 0.645 3.322
C 0.546 1.864 -5.485
C 0.790 3.347 -5.347
O -0.250 4.031 -5.970
S -1.301 3.025 -6.756
O -1.566 3.300 -8.134
O -2.471 2.717 -5.893
O -0.175 1.810 -6.615
H 0.064 1.481 -4.585
H 1.540 1.422 -5.556
H 1.791 3.476 -5.758
H 0.917 3.695 -4.322
C 5.568 2.712 -2.258
C 6.079 1.279 -2.702
O 6.008 1.363 -4.108
S 4.483 2.018 -4.396
O 3.442 1.085 -3.898
O 4.265 2.638 -5.662
O 4.745 3.240 -3.277
H 6.492 3.277 -2.137
H 5.165 2.745 -1.246
H 5.343 0.559 -2.344
H 7.069 0.993 -2.345
C -1.558 -2.071 -3.277
C -1.653 -1.726 -4.781
O -1.597 -0.319 -4.749
S -2.690 0.284 -3.582
O -4.034 0.078 -4.056
O -2.256 1.539 -3.020
O -2.322 -1.026 -2.567
H -0.546 -1.965 -2.885
H -2.060 -2.995 -2.992
H -2.535 -2.089 -5.309
H -0.760 -2.140 -5.250
C 0.854 -2.350 7.461
C 0.966 -3.079 6.094
O 0.046 -2.413 5.310
S 0.052 -0.835 5.685
O -1.216 -0.252 5.577
O 1.098 -0.164 4.967
O 0.567 -1.019 7.227
H 1.767 -2.406 8.053
H -0.034 -2.638 8.025
H 0.888 -4.164 6.156
H 1.961 -2.923 5.679
C -5.270 1.537 -1.327
C -4.121 1.462 -0.269
O -4.770 1.835 0.919
S -6.411 1.402 0.985
O -7.303 2.288 1.738
O -6.407 -0.070 1.112
O -6.505 1.732 -0.703
H -5.404 0.558 -1.787
H -5.020 2.351 -2.008
H -3.194 1.990 -0.489
H -3.865 0.417 -0.092
C -5.681 -1.893 4.362
C -4.412 -2.283 3.515
O -4.506 -3.706 3.085
S -6.108 -4.172 3.308
O -6.221 -5.554 3.818
O -7.070 -3.688 2.358
O -6.159 -3.151 4.646
H -6.453 -1.342 3.824
H -5.537 -1.284 5.254
H -3.621 -2.054 4.230
H -4.351 -1.590 2.676
```

ΔE to the lowest compared entry with this formula, charge and spin: 16.9 kcal/mol
Strongest force on any atom: 6.315 eV/Å
Net charge: 0
LUMO: 0.045 eV
HOMO-LUMO gap: 10.6 eV

Löwdin population analysis, charges in e, atoms 1 to 5: number 1, C, carries -0.04; number 2, C, carries -0.11; number 3, O, carries 0.01; number 4, C, carries -0.29; number 5, O, carries 0.08

---

6.
Entry from the Open Molecules 2025 dataset: a structure of composition C19H29AsCl2InN2O6SSi2 (ωB97M-V/def2-TZVPD).

```
63
C19H29AsCl2InN2O6SSi2 | the Open Molecules 2025 dataset | ωB97M-V/def2-TZVPD
In -0.027 -0.365 -0.027
O -1.468 -4.179 0.038
As -0.423 -3.552 1.333
O -1.689 -2.347 2.051
O 0.479 -2.325 0.579
C -3.010 -2.537 1.975
C -3.679 -3.438 2.802
C -5.053 -3.577 2.720
C -5.797 -2.824 1.820
C -5.147 -1.930 0.985
C -3.767 -1.791 1.061
S -2.965 -0.737 -0.095
O -2.058 0.182 0.661
O -3.992 -0.055 -0.833
O -2.041 -1.580 -0.886
H -1.731 -3.450 -0.552
H -3.100 -4.021 3.506
H -5.553 -4.284 3.371
H -6.871 -2.934 1.766
H -5.688 -1.333 0.265
Cl -0.805 2.901 -0.646
C -1.962 2.433 -1.901
Cl -1.351 1.086 -2.875
H -2.117 3.280 -2.557
H -2.876 2.101 -1.420
C 2.962 -2.613 -2.305
Si 1.764 -1.241 -2.731
C 0.133 -2.035 -3.219
C 2.363 -0.373 -4.298
N 1.526 -0.151 -1.407
C 2.618 0.375 -0.693
C 3.877 0.519 -1.277
C 4.977 1.020 -0.589
C 4.826 1.412 0.725
C 3.577 1.310 1.327
C 2.454 0.814 0.663
N 1.188 0.759 1.258
Si 0.907 1.111 2.924
C 1.243 2.916 3.341
C -0.880 0.807 3.361
C 1.918 0.017 4.068
H 3.142 -3.238 -3.185
H 2.522 -3.233 -1.520
H 3.921 -2.242 -1.940
H 0.312 -3.093 -3.433
H -0.267 -1.575 -4.126
H -0.649 -1.994 -2.464
H 2.098 -0.967 -5.179
H 3.440 -0.205 -4.333
H 1.869 0.598 -4.386
H 4.004 0.232 -2.310
H 5.934 1.101 -1.090
H 5.664 1.803 1.290
H 3.474 1.634 2.354
H 0.713 3.552 2.626
H 2.298 3.187 3.301
H 0.872 3.155 4.342
H -1.565 1.437 2.792
H -1.004 1.035 4.425
H -1.179 -0.230 3.198
H 2.994 0.188 4.015
H 1.739 -1.030 3.806
H 1.598 0.165 5.104
```

Strongest force on any atom: 0.797 eV/Å
Net charge: -1
LUMO: 2.562 eV
HOMO-LUMO gap: 6.5 eV

Löwdin population analysis, charges in e, atoms 1 to 5: number 1, In, carries 0.71; number 2, O, carries -0.38; number 3, As, carries 1.15; number 4, O, carries -0.33; number 5, O, carries -0.61

---

no.,calculated total energy (eV)
1,-54684.2779
2,-60406.4259
3,-128948.7350
4,-8809.4520
5,-159926.7450
6,-153095.2891